{
  "formula": "C42H43Br4N6O13Sr",
  "method": "ωB97M-V with the def2-TZVPD basis set",
  "total_charge": 1,
  "energy_ev": -360784.8397,
  "homo_energy_ev": -9.91,
  "lumo_ev": -6.25,
  "species": ["Sr", "C", "C", "O", "H", "H", "H", "H", "H", "Br", "C", "C", "Br", "H", "H", "H", "H", "Br", "C", "C", "Br", "H", "H", "H", "H", "C", "C", "C", "C", "C", "C", "N", "O", "O", "H", "H", "H", "H", "H", "C", "C", "C", "C", "C", "C", "N", "O", "O", "H", "H", "H", "H", "H", "C", "C", "C", "C", "C", "C", "N", "O", "O", "H", "H", "H", "H", "H", "C", "C", "C", "C", "C", "C", "N", "O", "O", "H", "H", "H", "H", "H", "C", "C", "C", "C", "C", "C", "N", "O", "O", "H", "H", "H", "H", "H", "C", "C", "C", "C", "C", "C", "N", "O", "O", "H", "H", "H", "H", "H"],
  "positions_angstrom": [[-1.431, 1.417, -6.058], [-1.401, 1.487, -0.060], [-0.289, 1.747, -1.039], [-0.426, 1.107, -2.271], [-1.619, 0.426, 0.060], [-2.350, 1.865, -0.440], [-1.326, 1.927, 0.935], [0.729, 1.560, -0.697], [-0.353, 2.830, -1.151], [6.583, 5.518, 0.078], [5.508, 5.201, 1.693], [4.068, 4.815, 1.203], [3.128, 6.130, 0.084], [5.371, 6.111, 2.277], [6.013, 4.406, 2.242], [3.466, 4.469, 2.043], [4.110, 3.879, 0.646], [3.677, 0.165, 4.009], [2.620, 0.030, 5.684], [1.322, -0.584, 5.255], [0.240, -0.973, 6.766], [2.565, 0.994, 6.189], [3.276, -0.642, 6.237], [1.531, -1.576, 4.854], [0.765, 0.048, 4.564], [-5.980, -4.106, 0.827], [-5.620, -5.067, -0.091], [-5.133, -4.657, -1.333], [-5.135, -3.314, -1.710], [-5.521, -2.319, -0.799], [-5.896, -2.720, 0.501], [-4.551, -2.858, -2.989], [-4.200, -3.704, -3.761], [-4.329, -1.643, -3.233], [-6.240, -4.415, 1.829], [-5.838, -6.116, 0.050], [-4.661, -5.343, -2.020], [-5.326, -1.286, -1.044], [-6.087, -2.031, 1.311], [-4.836, 6.784, -1.254], [-6.144, 6.972, -1.723], [-6.338, 7.784, -2.830], [-5.296, 8.611, -3.353], [-3.983, 8.487, -2.797], [-3.771, 7.498, -1.795], [-5.566, 9.476, -4.475], [-6.596, 9.379, -5.078], [-4.761, 10.331, -4.788], [-4.570, 5.958, -0.611], [-7.003, 6.435, -1.350], [-7.282, 7.860, -3.349], [-3.262, 9.261, -3.012], [-2.864, 7.480, -1.210], [0.122, 5.917, 4.528], [0.577, 5.952, 5.895], [-0.190, 5.206, 6.834], [-1.227, 4.376, 6.346], [-1.566, 4.311, 4.992], [-0.891, 5.095, 4.076], [-1.890, 3.464, 7.318], [-2.911, 2.859, 7.047], [-1.419, 3.380, 8.468], [0.595, 6.544, 3.787], [1.400, 6.590, 6.181], [-0.018, 5.361, 7.889], [-2.293, 3.595, 4.637], [-1.062, 5.094, 3.009], [5.587, -1.102, -1.683], [6.881, -1.299, -1.333], [7.733, -2.101, -2.038], [7.209, -2.694, -3.216], [5.848, -2.505, -3.539], [5.019, -1.716, -2.768], [8.028, -3.479, -4.162], [9.263, -3.469, -3.990], [7.443, -4.074, -5.092], [5.033, -0.391, -1.087], [7.152, -0.677, -0.493], [8.754, -2.298, -1.744], [5.452, -2.878, -4.472], [3.998, -1.570, -3.087], [-0.854, -4.094, 2.097], [0.409, -3.988, 1.565], [1.351, -4.991, 1.797], [1.023, -6.152, 2.489], [-0.307, -6.262, 3.061], [-1.216, -5.227, 2.867], [2.015, -7.217, 2.598], [1.828, -8.126, 3.392], [3.033, -7.188, 1.883], [-1.502, -3.235, 2.015], [0.833, -3.062, 1.205], [2.386, -4.865, 1.514], [-0.478, -7.142, 3.664], [-2.188, -5.385, 3.312], [0.984, -6.668, -3.570], [0.300, -5.454, -3.276], [0.325, -4.496, -4.276], [0.752, -4.822, -5.588], [1.295, -6.079, -5.863], [1.461, -6.987, -4.800], [0.757, -3.784, -6.617], [0.250, -2.694, -6.307], [1.116, -4.087, -7.747], [1.270, -7.255, -2.710], [-0.281, -5.525, -2.368], [-0.024, -3.525, -3.955], [1.872, -6.344, -6.736], [1.974, -7.925, -4.958]]
}

---

{
  "formula": "C7H9AlF12N2O12S5",
  "method": "ωB97M-V with the def2-TZVPD basis set",
  "spin_multiplicity": 2,
  "total_charge": -1,
  "energy_ev": -128332.4103,
  "homo_energy_ev": [-7.29, -7.31],
  "lumo_ev": [1.44, -0.98],
  "species": ["Al", "C", "F", "F", "F", "S", "O", "O", "N", "S", "O", "O", "C", "F", "F", "F", "C", "F", "F", "F", "S", "O", "O", "N", "S", "O", "O", "C", "F", "F", "F", "O", "H", "O", "S", "O", "O", "C", "C", "C", "H", "H", "H", "H", "H", "H", "H", "H"],
  "positions_angstrom": [[-0.704, 0.678, 1.106], [4.129, -0.784, 1.224], [5.047, -1.779, 1.075], [4.666, 0.118, 2.082], [3.751, -0.261, 0.032], [2.516, -1.388, 2.177], [2.753, -2.614, 2.791], [2.207, -0.365, 3.185], [1.273, -1.399, 0.931], [1.774, -2.462, -0.160], [1.649, -1.910, -1.525], [3.012, -3.173, 0.042], [0.438, -3.963, -0.090], [0.753, -4.905, -0.989], [0.500, -4.484, 1.147], [-0.798, -3.426, -0.271], [2.901, 3.656, 3.022], [4.014, 4.398, 3.013], [3.204, 2.466, 3.475], [2.047, 4.197, 3.875], [1.958, 3.530, 1.311], [2.324, 4.600, 0.373], [2.319, 2.205, 0.828], [0.255, 3.338, 1.690], [-0.177, 4.849, 1.873], [0.751, 5.893, 2.253], [-1.152, 5.286, 0.827], [-1.324, 4.658, 3.478], [-2.225, 5.628, 3.465], [-1.868, 3.425, 3.450], [-0.619, 4.674, 4.580], [-3.407, 1.454, 1.514], [-4.174, 1.609, 0.929], [-2.083, -0.551, -1.163], [-2.379, -0.805, -2.591], [-1.533, -0.174, -3.637], [-2.159, -2.466, -2.804], [-2.122, -3.051, -4.138], [-1.512, -4.431, -4.031], [-4.136, -0.722, -3.153], [-1.412, -2.357, -4.588], [-3.105, -3.022, -4.608], [-2.259, -5.077, -3.570], [-0.605, -4.499, -3.429], [-1.187, -4.584, -5.060], [-4.014, -0.278, -4.141], [-4.751, 0.007, -2.625], [-4.536, -1.736, -3.178]]
}